1.
Computed, not measured: a molecular structure, C8H15NO, with the ωB97M-V functional and the def2-TZVPD basis.

Geometry as ORCA input:
```
! RIJCOSX wB97M-V def2-TZVPD def2/J DEFGRID3
* xyz 0 1
C -0.13 1.30 2.21
C 1.27 0.39 -0.30
C -0.43 2.49 1.58
C 1.96 -0.01 -1.61
O -0.94 0.23 2.21
H -1.70 0.39 1.64
H 0.80 1.10 2.72
H 1.62 -0.23 0.51
H 1.48 1.44 -0.12
H -0.83 2.04 0.01
H -1.47 2.80 1.53
H 0.21 3.33 1.82
H 3.04 0.15 -1.52
H 1.79 -1.06 -1.86
H 1.60 0.58 -2.44
C -0.10 -2.26 0.16
C -0.77 -1.27 -0.75
C -1.77 -1.61 -1.57
C -0.37 0.15 -0.69
N -1.13 1.12 -0.84
H 0.95 -2.38 -0.09
H -0.59 -3.23 0.08
H -0.15 -1.92 1.19
H -2.09 -2.64 -1.66
H -2.25 -0.88 -2.19
*
```

Kohn-Sham gap in eV: 8.8
F_max in Eh/bohr: 0.0902
Energy above the lowest of the compared OMol25 structures with the same formula, charge and spin in kJ/mol: 430.43
DFT total energy in eV: -12073.0724



2.
Computed, not measured: a molecular structure, C8H15NO2Si2, with the ωB97M-V functional and the def2-TZVPD basis.

Geometry as ORCA input:
```
! RIJCOSX wB97M-V def2-TZVPD def2/J DEFGRID3
* xyz 0 1
C 1.76 -0.72 -0.22
C 1.13 0.54 0.38
C 3.00 -0.81 -0.54
C 0.54 -1.73 -0.26
C 1.86 1.41 1.08
C 4.22 -0.69 -0.93
C -2.15 0.09 -2.61
C -1.76 -1.90 2.18
N -0.31 0.67 0.33
O -2.24 -0.67 -1.44
O -2.30 -1.21 1.05
Si -1.29 -0.72 -0.16
Si -1.22 2.15 0.51
H 0.67 -2.42 0.55
H 0.64 -2.42 -1.00
H 1.41 2.21 1.80
H 2.93 1.31 1.29
H 5.11 -0.88 -0.22
H 4.56 -0.14 -1.81
H -1.29 -0.18 -3.06
H -2.17 1.14 -2.41
H -3.05 -0.13 -3.14
H -2.56 -1.82 2.85
H -0.93 -1.30 2.39
H -1.58 -2.85 1.80
H -2.54 1.71 -0.06
H -0.40 3.04 -0.44
H -1.22 2.43 1.88
*
```

Kohn-Sham gap in eV: 8.9
F_max in Eh/bohr: 0.0847
Energy above the lowest of the compared OMol25 structures with the same formula, charge and spin in kJ/mol: 0.00
DFT total energy in eV: -29878.2502